19
Properties=species:S:1:pos:R:3 method="wB97M-V/def2-TZVPD" e_above_lowest_ev=2.828 mol_weight_g_mol=100.161 total_energy_ha=-310.95535 gap_ev=9.329
O 0.65 0.66 0.32
C 0.24 -0.57 0.46
C -2.06 -0.97 -0.22
C -2.27 0.14 -1.24
C 3.04 0.38 0.73
C -1.18 -0.53 0.97
C 1.97 0.78 -0.27
H 3.02 1.04 1.61
H -1.27 -1.28 1.77
H -1.57 -1.83 -0.70
H 2.00 0.13 -1.15
H -3.03 -1.33 0.15
H -2.90 0.94 -0.83
H -2.76 -0.23 -2.15
H 2.05 1.82 -0.58
H -1.32 0.60 -1.53
H 2.87 -0.65 1.05
H -1.50 0.45 1.35
H 4.03 0.45 0.26

80
Properties=species:S:1:pos:R:3 method="wB97M-V/def2-TZVPD" mol_weight_g_mol=791.678 total_energy_ha=-5031.13714 gap_ev="6.528 / 4.287" spin_multiplicity=3 total_charge=+2
Pt -1.32 -0.86 1.07
Br -3.42 -1.93 1.93
S -0.36 -2.24 3.07
P 0.84 -0.78 0.36
P -2.16 -2.35 -1.19
N 4.11 4.87 -3.08
N 1.15 -0.62 4.64
N -0.99 -0.40 5.03
C -2.88 1.72 0.54
C 3.07 -2.56 -0.40
C -0.08 -1.09 4.31
C -1.32 -4.19 -3.29
C 1.89 4.16 -2.58
C -3.39 -3.71 -1.00
C 1.73 -2.42 0.36
C -0.18 3.88 -0.17
C 2.07 4.54 -1.23
C -2.48 3.00 0.23
C 1.10 0.49 5.57
C 3.34 0.21 1.44
C -1.92 1.01 1.28
C -1.15 1.65 2.28
C -4.65 -3.64 -1.85
C -2.97 -0.88 -1.96
C 4.26 5.33 -1.84
C 0.96 -0.08 -1.33
C 1.01 4.23 -0.33
C 2.32 0.44 -1.81
C -3.37 -0.98 -3.43
C 2.96 4.32 -3.46
C -0.65 2.86 1.86
C -0.92 -3.01 -2.41
C -1.17 3.37 0.65
C -0.40 0.75 5.70
C 3.26 5.22 -0.87
C 1.82 0.36 1.43
H -1.99 -0.54 4.90
H 2.00 -1.06 4.30
H -0.06 -3.32 -1.78
H -3.85 1.28 0.33
H -3.65 -3.71 0.07
H -2.14 -3.94 -3.98
H -5.09 -2.63 -1.84
H 2.26 0.77 -2.86
H -3.09 3.67 -0.37
H -1.61 -5.06 -2.70
H -4.48 -3.95 -2.89
H 2.65 1.31 -1.23
H 1.02 -3.15 -0.06
H 3.79 0.93 2.14
H 1.86 -2.72 1.41
H 3.79 0.38 0.46
H 2.86 3.99 -4.49
H -2.51 -1.21 -4.07
H -3.75 0.00 -3.75
H -0.57 -2.18 -3.03
H 5.21 5.81 -1.60
H -0.46 -4.48 -3.90
H 0.93 3.79 -2.92
H 1.63 1.36 5.18
H -3.83 -0.65 -1.31
H 1.53 1.39 1.17
H 1.55 0.21 6.53
H -0.68 1.68 5.19
H 0.59 -0.84 -2.05
H -0.74 0.83 6.74
H -2.86 -4.66 -1.21
H 3.82 -1.85 -0.04
H 0.26 3.28 2.29
H 1.44 0.20 2.45
H 2.95 -2.42 -1.48
H 3.49 -3.57 -0.24
H -0.91 1.19 3.24
H -4.16 -1.71 -3.61
H 3.64 -0.79 1.79
H 3.11 -0.33 -1.76
H 0.23 0.74 -1.36
H -5.39 -4.34 -1.44
H 3.37 5.69 0.10
H -2.26 -0.05 -1.82